# 1
The following is a DFT calculation (ωB97M-V/def2-TZVPD) of a cluster of 6 separate species, C33H61BrClFN4O14P in total.

For the total energy, the calculation gives -6041.6964 Eh. Its charge is +1. As for the HOMO-LUMO gap: 6.712 eV.

Each line ends with the Löwdin charge.
Positions of all 116 atoms, in Å:
1 C -4.965 3.552 -1.408  0.012
2 C -3.729 3.632 -2.300  -0.418
3 N -4.091 4.605 -3.347  0.102
4 C -2.498 4.334 -1.657  -0.103
5 C -2.215 4.058 -0.189  -0.350
6 O -2.940 4.432 0.694  0.185
7 N -0.997 3.332 0.122  0.154
8 C -1.048 2.721 1.387  -0.489
9 O -0.376 3.053 2.341  0.182
10 F -1.923 1.723 1.424  0.152
11 C -1.377 3.736 -2.496  -0.339
12 P 0.337 4.510 -2.632  0.604
13 O 1.325 3.415 -1.981  -0.344
14 Br 0.591 4.173 -4.815  0.426
15 N -1.790 2.694 -3.091  0.160
16 C -3.181 2.270 -2.827  -0.302
17 C -3.928 1.762 -4.057  -0.084
18 C -3.497 2.285 -5.432  -0.221
19 C -2.180 1.713 -5.972  -0.614
20 Cl -2.403 0.860 -7.506  0.620
21 C -3.139 1.263 -1.663  -0.086
22 C -2.754 -0.159 -2.080  -0.077
23 C -1.479 -0.183 -2.875  -0.487
24 N -0.319 0.394 -2.283  0.137
25 O -1.445 -0.659 -3.997  0.099
26 H -4.731 3.430 -0.366  0.078
27 H -5.505 4.476 -1.507  0.099
28 H -5.612 2.753 -1.748  0.095
29 H -3.306 4.818 -3.945  0.084
30 H -4.852 4.253 -3.909  0.095
31 H -2.556 5.400 -1.805  0.167
32 H -0.179 3.929 0.100  0.135
33 H 1.100 2.495 -2.191  0.042
34 H -1.118 2.197 -3.680  0.112
35 H -3.939 0.686 -4.121  0.119
36 H -4.956 2.067 -3.908  0.125
37 H -4.264 1.974 -6.123  0.097
38 H -3.460 3.359 -5.498  0.093
39 H -1.666 1.062 -5.285  0.028
40 H -1.508 2.528 -6.194  0.020
41 H -4.087 1.221 -1.154  0.129
42 H -2.429 1.579 -0.912  0.087
43 H -3.560 -0.653 -2.590  0.121
44 H -2.584 -0.735 -1.177  0.138
45 H 0.174 -0.404 -1.863  0.065
46 H -0.599 0.963 -1.488  0.062
47 O 3.006 -2.053 2.219  0.087
48 C 2.193 -1.726 3.043  -0.522
49 O 1.314 -0.773 2.702  0.002
50 C 0.190 -0.394 3.507  -0.222
51 C 0.564 0.697 4.480  -0.059
52 C 2.177 -2.265 4.446  0.029
53 H -0.259 -1.257 4.001  0.112
54 H -0.545 -0.023 2.799  0.099
55 H 1.302 0.344 5.200  0.074
56 H -0.311 1.043 5.030  0.082
57 H 0.999 1.538 3.944  0.067
58 H 2.772 -1.617 5.088  0.105
59 H 2.626 -3.255 4.435  0.070
60 H 1.177 -2.368 4.859  0.055
61 O 0.872 -2.013 -1.369  0.072
62 C 1.173 -3.165 -1.160  -0.496
63 O 0.232 -4.094 -1.326  0.016
64 C 0.514 -5.501 -1.304  -0.220
65 C 0.456 -6.065 0.099  -0.057
66 C 2.519 -3.554 -0.619  0.028
67 H 1.463 -5.711 -1.795  0.115
68 H -0.263 -5.952 -1.918  0.125
69 H 1.223 -5.628 0.739  0.067
70 H 0.600 -7.145 0.080  0.086
71 H -0.512 -5.850 0.552  0.084
72 H 2.459 -3.550 0.469  0.074
73 H 3.246 -2.809 -0.925  0.100
74 H 2.871 -4.520 -0.973  0.081
75 O 3.645 -8.855 7.143  0.119
76 C 3.915 -7.829 6.594  -0.530
77 O 3.249 -7.502 5.465  -0.002
78 C 3.332 -6.215 4.858  -0.252
79 C 4.486 -6.121 3.881  -0.058
80 C 5.032 -6.931 7.073  0.013
81 H 3.368 -5.430 5.615  0.104
82 H 2.392 -6.089 4.322  0.118
83 H 5.446 -6.244 4.382  0.070
84 H 4.483 -5.152 3.378  0.075
85 H 4.407 -6.907 3.131  0.083
86 H 5.954 -7.207 6.563  0.094
87 H 5.160 -7.094 8.139  0.090
88 H 4.838 -5.870 6.926  0.071
89 O 0.306 5.569 -9.295  0.106
90 C 1.478 5.343 -9.383  -0.534
91 O 1.958 4.219 -8.813  -0.019
92 C 3.286 3.731 -9.029  -0.234
93 C 4.275 4.332 -8.052  -0.061
94 C 2.441 6.314 -10.022  0.016
95 H 3.589 3.880 -10.065  0.114
96 H 3.220 2.656 -8.873  0.123
97 H 4.362 5.411 -8.181  0.069
98 H 5.261 3.890 -8.189  0.084
99 H 3.950 4.151 -7.027  0.074
100 H 2.835 6.981 -9.257  0.095
101 H 1.891 6.903 -10.750  0.092
102 H 3.265 5.834 -10.546  0.075
103 O -0.024 -1.854 6.865  0.096
104 C -0.865 -1.491 7.641  -0.517
105 O -1.728 -0.539 7.252  -0.005
106 C -2.891 -0.183 8.009  -0.230
107 C -2.589 0.884 9.039  -0.060
108 C -0.920 -2.005 9.058  0.021
109 H -3.348 -1.067 8.453  0.113
110 H -3.598 0.200 7.276  0.122
111 H -1.881 0.531 9.788  0.069
112 H -3.503 1.188 9.549  0.085
113 H -2.149 1.758 8.559  0.084
114 H -0.335 -1.346 9.698  0.098
115 H -0.474 -2.996 9.076  0.093
116 H -1.929 -2.095 9.453  0.076

***

# 2
The following is a DFT calculation (ωB97M-V/def2-TZVPD) of a cluster of 3 separate species, C33H61BrN3O11P3S3 in total.

As for the SMILES: CCN(CC)C(=S)SCCCc1c(CCCCCN)c(OC[C@H](C)C(C)C)c(Br)c2c1C(=O)N([PH2]=S)C2=O.COP(=O)(OC)OC.COP(=O)(OC)OC. For the total energy, the calculation gives -7078.5884 Eh. As for the HOMO-LUMO gap: 7.742 eV.

Each line ends with the Löwdin charge.
Positions of all 115 atoms, in Å:
1 C -4.783 -5.727 -4.499  -0.108
2 C -4.008 -4.897 -5.534  -0.249
3 N -2.980 -3.975 -5.022  -0.216
4 C -2.127 -4.561 -3.959  -0.224
5 C -2.507 -4.232 -2.514  -0.089
6 C -3.470 -2.719 -4.697  -1.109
7 S -4.915 -2.337 -4.055  0.724
8 S -2.307 -1.428 -5.108  0.919
9 C -2.447 -0.182 -3.800  -0.461
10 C -2.315 1.228 -4.433  -0.224
11 C -1.227 2.072 -3.731  -0.124
12 C 0.103 1.354 -3.709  -0.100
13 C 0.722 0.887 -2.534  -0.064
14 C 0.083 1.135 -1.179  -0.096
15 C -0.160 2.638 -0.852  -0.178
16 C 0.776 3.217 0.222  -0.215
17 C 0.264 3.038 1.655  -0.188
18 C 1.333 3.606 2.629  -0.269
19 N 1.579 2.740 3.808  -0.008
20 C 1.934 0.176 -2.620  -0.229
21 O 2.540 -0.332 -1.495  -0.068
22 C 3.146 0.675 -0.659  -0.168
23 C 4.625 0.450 -0.307  -0.295
24 C 5.531 0.876 -1.494  -0.067
25 C 4.920 -0.955 0.258  -0.381
26 C 5.028 -2.084 -0.769  -0.104
27 C 3.902 -1.400 1.328  -0.072
28 C 2.542 -0.056 -3.861  -0.456
29 Br 4.154 -1.046 -4.018  0.933
30 C 1.966 0.423 -5.024  -0.106
31 C 0.765 1.119 -4.904  -0.028
32 C 0.402 1.519 -6.303  -0.398
33 O -0.527 2.139 -6.726  0.114
34 N 1.434 1.064 -7.178  -0.109
35 P 0.930 0.228 -8.625  0.368
36 S 1.845 0.866 -10.200  0.134
37 C 2.395 0.297 -6.464  -0.450
38 O 3.302 -0.331 -6.900  0.092
39 H -4.151 -6.512 -4.076  0.068
40 H -5.202 -5.138 -3.687  0.037
41 H -5.608 -6.234 -5.005  0.076
42 H -3.537 -5.599 -6.229  0.116
43 H -4.742 -4.339 -6.115  0.101
44 H -2.078 -5.641 -4.085  0.113
45 H -1.102 -4.204 -4.108  0.107
46 H -3.482 -4.634 -2.241  0.067
47 H -1.795 -4.771 -1.879  0.082
48 H -2.412 -3.180 -2.255  0.064
49 H -3.423 -0.241 -3.319  0.031
50 H -1.671 -0.383 -3.062  0.060
51 H -2.107 1.098 -5.490  0.060
52 H -3.248 1.790 -4.356  0.118
53 H -1.124 3.023 -4.262  0.131
54 H -1.617 2.306 -2.745  0.096
55 H 0.699 0.732 -0.380  0.097
56 H -0.883 0.625 -1.142  0.119
57 H -0.066 3.252 -1.749  0.102
58 H -1.190 2.794 -0.514  0.114
59 H 0.840 4.298 0.056  0.120
60 H 1.788 2.831 0.105  0.081
61 H -0.614 3.674 1.792  0.110
62 H 0.022 2.000 1.895  0.107
63 H 2.273 3.657 2.066  0.096
64 H 1.092 4.629 2.924  0.104
65 H 2.579 2.584 3.848  0.053
66 H 1.176 1.828 3.628  0.049
67 H 3.018 1.684 -1.052  0.127
68 H 2.613 0.634 0.299  0.105
69 H 4.822 1.156 0.509  0.138
70 H 6.152 0.080 -1.891  0.050
71 H 6.214 1.653 -1.139  0.077
72 H 4.925 1.331 -2.277  0.060
73 H 5.894 -0.908 0.761  0.136
74 H 5.316 -2.995 -0.231  0.081
75 H 5.788 -1.926 -1.532  0.049
76 H 4.081 -2.308 -1.259  0.054
77 H 4.362 -2.216 1.890  0.079
78 H 3.636 -0.584 2.003  0.074
79 H 3.028 -1.838 0.839  0.083
80 H -0.465 0.368 -8.684  -0.002
81 H 1.236 -1.128 -8.410  0.001
82 C 0.444 3.711 8.985  -0.107
83 O 1.783 4.206 8.789  -0.226
84 P 3.027 3.347 9.462  0.506
85 O 4.148 4.302 9.297  -0.253
86 O 2.974 2.176 8.352  -0.258
87 C 3.424 2.480 7.033  -0.105
88 O 3.565 2.282 10.573  -0.221
89 C 4.072 2.832 11.801  -0.106
90 H -0.233 4.350 8.424  0.087
91 H 0.353 2.687 8.616  0.085
92 H 0.172 3.748 10.041  0.082
93 H 4.019 3.392 6.999  0.084
94 H 2.562 2.587 6.372  0.064
95 H 4.035 1.648 6.684  0.087
96 H 3.482 3.682 12.137  0.083
97 H 5.107 3.135 11.658  0.090
98 H 4.028 2.050 12.556  0.085
99 C -7.131 -2.753 3.439  -0.105
100 O -6.101 -3.138 2.506  -0.226
101 P -5.281 -1.932 1.727  0.508
102 O -4.562 -2.707 0.687  -0.254
103 O -4.383 -1.548 3.013  -0.260
104 C -3.366 -2.460 3.419  -0.102
105 O -5.206 -0.391 1.203  -0.220
106 C -5.653 -0.147 -0.142  -0.100
107 H -7.513 -3.657 3.906  0.087
108 H -6.724 -2.098 4.213  0.085
109 H -7.948 -2.249 2.923  0.083
110 H -3.127 -3.181 2.637  0.082
111 H -3.691 -2.994 4.314  0.086
112 H -2.474 -1.883 3.657  0.086
113 H -6.532 -0.741 -0.386  0.086
114 H -4.848 -0.378 -0.837  0.077
115 H -5.905 0.908 -0.226  0.087

***

What is the total energy in the second record? -7078.5884 Eh